# 1
Density functional theory data (ωB97M-V with the def2-TZVPD basis set) for 2 unconnected molecules or ions with the total composition C8H17N3O.

The geometry in XYZ format:
```
29
Properties=species:S:1:pos:R:3:forces:R:3
C -2.55914 -1.33550 2.07281 0.3 0.3 -0.1
O -1.66167 -0.23554 2.25666 0.1 0.2 0.2
C -0.61078 -0.30160 1.28471 -0.4 0.4 -0.1
C -0.41969 -1.76574 1.01251 -0.3 -0.4 0.2
C -0.37136 -2.61249 2.26422 0.1 -0.4 0.0
C -1.68130 -2.43326 1.53871 0.3 -0.6 -0.2
H -3.03101 -1.55474 3.03827 0.2 0.1 -0.1
H -3.35529 -1.07904 1.36361 0.1 0.0 -0.1
H -0.90922 0.25754 0.37958 0.2 -0.2 0.2
H 0.29221 0.16110 1.70293 -0.3 0.1 0.1
H 0.08621 -2.07620 0.09242 -0.3 -0.1 0.4
H 0.10358 -3.59513 2.15766 -0.2 0.4 0.1
H -0.26362 -2.14333 3.25145 0.1 -0.1 -0.6
H -2.13456 -3.30035 1.05854 0.1 0.3 0.0
C 2.53522 1.32663 0.35185 0.1 0.2 0.2
N 1.69339 0.71963 -0.64672 -0.1 -0.1 -0.2
C 1.10112 1.48878 -1.64168 0.4 -0.1 0.2
N 1.27567 2.74608 -1.81416 0.5 -0.1 0.2
N 0.27937 0.76652 -2.49403 0.0 0.4 -0.2
C -0.00766 1.31149 -3.81909 -0.1 0.1 -0.1
H 2.84329 0.54564 1.06888 -0.1 0.5 -0.3
H 2.03243 2.15983 0.88728 0.1 -0.5 -0.1
H 3.42449 1.75951 -0.12862 0.0 -0.2 0.2
H 1.38987 -0.22899 -0.47089 -0.1 0.4 -0.2
H 1.96212 3.12197 -1.14866 -0.6 -0.1 -0.2
H 0.52256 -0.20113 -2.54168 0.1 -0.4 0.1
H 0.88793 1.45003 -4.46849 -0.5 -0.2 0.5
H -0.48071 2.28770 -3.72149 0.0 -0.1 0.1
H -0.73442 0.62437 -4.27400 0.3 0.3 -0.1
```
Forces are in eV/Å.

As for the net charge: 0. The calculation puts the HOMO-LUMO gap at 9.481 eV. The lowest unoccupied orbital energy is 0.026 Eh. The molar mass is 171.244 g/mol. The total energy comes out at -15088.1746 eV.

These are the Mulliken partial charges, in e, on atoms 1 to 6: number 1, C, carries -0.6065; number 2, O, carries -0.4493; number 3, C, carries -0.5030; number 4, C, carries 0.0391; number 5, C, carries -0.7331; number 6, C, carries -0.1860



# 2
Density functional theory data (ωB97M-V with the def2-TZVPD basis set) for a single C8H17N4OP molecule in a non-equilibrium geometry.

The geometry in XYZ format:
```
31
Properties=species:S:1:pos:R:3:forces:R:3
C -2.21859 0.47256 -0.99536 0.0 0.0 -0.1
C -2.58153 0.89628 0.43746 0.0 0.0 0.0
C -2.31911 -1.03544 -1.21902 0.2 0.1 0.1
C -2.46725 -0.25843 1.43146 0.2 0.1 0.0
C -1.34523 -1.79316 -0.30347 -0.6 0.1 0.2
C -1.29186 -1.16916 1.11689 -0.3 -0.5 0.0
C 4.03870 0.97593 0.64497 0.2 -0.1 0.2
C 2.06499 1.83929 -0.55631 -0.1 0.1 -0.1
N 0.02794 -1.65019 -0.76454 0.0 -0.5 -0.8
N 0.60508 -0.90916 0.10503 -0.8 -0.4 -0.2
N -0.00904 -0.48046 1.13203 1.0 0.7 0.8
N 2.79897 0.70698 -0.04671 -0.3 -0.6 -0.2
O 3.18367 -1.85621 0.22521 -0.2 -0.2 0.3
P 2.31463 -0.83439 -0.35289 1.1 0.9 -0.1
H -2.86584 0.98933 -1.70672 0.1 0.0 0.0
H -1.19163 0.77632 -1.21845 0.0 0.0 -0.1
H -1.91578 1.70330 0.74775 -0.1 0.0 0.0
H -3.60267 1.28053 0.47304 0.0 0.1 0.0
H -3.33488 -1.38315 -1.02257 -0.1 0.0 0.0
H -2.07407 -1.26643 -2.25475 -0.1 -0.1 -0.1
H -2.34969 0.13093 2.44453 -0.1 -0.1 0.0
H -3.37486 -0.86761 1.40802 0.0 0.0 0.1
H -1.60293 -2.85544 -0.29131 0.0 0.1 0.0
H -1.23555 -1.95059 1.88909 0.0 0.0 -0.1
H 4.48130 0.02280 0.92628 0.1 0.1 0.1
H 4.73555 1.51751 -0.00151 0.0 0.0 0.0
H 3.86008 1.56696 1.54573 0.0 0.0 0.0
H 1.71112 2.47172 0.26153 -0.1 0.0 0.0
H 2.69428 2.44237 -1.21887 0.0 0.0 0.0
H 1.20642 1.48396 -1.12578 -0.1 0.1 0.0
H 2.05780 -0.96696 -1.71072 -0.1 0.1 -0.1
```
Forces are in eV/Å.

As for the net charge: 0. The calculation puts the HOMO-LUMO gap at 8.847 eV. The lowest unoccupied orbital energy is 0.022 Eh. The molar mass is 216.225 g/mol. The total energy comes out at -25867.4641 eV.

These are the Mulliken partial charges, in e, on atoms 1 to 6: number 1, C, carries -0.2102; number 2, C, carries -0.6706; number 3, C, carries -0.9301; number 4, C, carries -0.9649; number 5, C, carries -0.2114; number 6, C, carries 0.1953



# 3
Density functional theory data (ωB97M-V with the def2-TZVPD basis set) for 2 unconnected molecules or ions with the total composition C8H17N5OP in a non-equilibrium geometry.

The geometry in XYZ format:
```
32
Properties=species:S:1:pos:R:3:forces:R:3
C -0.82397 2.28895 0.52666 0.6 -1.3 -0.6
C -1.66542 1.20859 0.30522 1.0 0.5 0.6
C 0.44962 1.75675 0.51280 0.7 -1.8 1.0
C -1.59410 -0.99103 -0.19234 -1.3 -1.9 -3.0
C 1.70448 2.55674 0.87309 -0.4 -0.6 -0.6
C -3.99815 -1.39914 0.03885 -2.0 -2.8 0.6
C 2.78219 -1.76674 0.86781 -3.5 -1.9 0.9
C 2.92861 0.13445 -1.49923 -1.5 0.8 1.5
N 0.44362 0.38343 0.35444 1.5 2.4 0.0
N -2.95216 0.80984 0.33283 -2.0 0.3 0.2
N -3.00203 -0.49334 -0.29584 2.3 2.6 -0.7
N -1.13760 -1.50601 -1.51210 -0.1 -2.7 1.3
N -0.86290 0.13233 0.18613 -0.7 1.1 0.3
O 4.20342 0.40943 1.19450 1.1 1.6 0.6
P 3.19896 -0.12065 0.32687 -1.6 -3.3 -2.0
H -0.75679 3.31032 0.49391 -1.6 2.4 0.2
H -1.61741 -1.76928 0.50504 0.6 -1.4 1.3
H 2.53152 1.86376 0.52681 -0.4 1.7 0.7
H 1.77968 2.79393 1.97295 0.0 -0.6 -1.2
H 1.72715 3.53683 0.31321 0.2 -1.2 0.4
H -4.21193 -1.60494 1.14209 1.1 -0.1 -0.9
H -5.05404 -1.15994 -0.27522 1.3 0.2 -0.5
H -3.62741 -2.32768 -0.57133 -1.3 1.2 1.5
H 3.37344 -2.09514 1.72585 0.5 0.3 -0.4
H 1.67847 -1.89865 1.30174 2.1 1.0 -0.9
H 2.67802 -2.57018 0.09367 0.7 0.9 0.2
H 1.96325 -0.38988 -1.74480 0.8 0.6 0.4
H 2.84478 1.24110 -1.65628 0.2 -1.1 -0.2
H 3.73098 -0.35121 -2.02113 0.7 0.0 -0.2
H -3.71617 1.44527 0.07215 0.7 -0.4 -0.1
H -1.54759 -0.88794 -2.17057 -0.4 0.4 -1.0
H -1.45055 -2.53994 -1.72778 0.7 2.9 0.7
```
Forces are in eV/Å.

As for the net charge: +1. The calculation puts the HOMO-LUMO gap at 5.765 eV. The lowest unoccupied orbital energy is -0.191 Eh. The molar mass is 230.232 g/mol. The total energy comes out at -27348.0661 eV.

These are the Mulliken partial charges, in e, on atoms 1 to 6: number 1, C, carries -1.2685; number 2, C, carries 0.3594; number 3, C, carries 0.6199; number 4, C, carries -0.5509; number 5, C, carries -0.7290; number 6, C, carries -0.7535



# 4
Density functional theory data (ωB97M-V with the def2-TZVPD basis set) for a molecular structure, C8H17NO.

The geometry in XYZ format:
```
27
Properties=species:S:1:pos:R:3:forces:R:3
C -0.82344 -0.13867 0.89337 0.1 0.0 0.0
C 0.23323 -0.02092 -1.19840 0.1 0.3 0.5
C -1.15514 -0.30698 -0.60214 0.1 0.0 0.1
C -1.84057 0.67071 1.69532 0.1 -0.1 -0.1
C 1.78094 0.19650 1.29457 -0.1 0.0 -0.1
C 1.11468 -1.23227 -1.41266 0.0 0.0 0.0
C 0.21848 0.90673 -2.41731 0.0 -0.1 0.0
C 0.50061 0.66456 0.65324 -0.2 -0.3 -0.1
N -0.53101 -1.45803 1.47745 0.0 0.2 -0.1
O 0.38716 2.01172 0.51580 0.0 -0.3 -0.2
H 0.59819 1.24450 -0.50639 -0.1 0.2 -0.1
H -0.28840 -1.36335 2.45909 0.0 0.0 0.0
H -1.36672 -2.03291 1.44190 0.0 0.0 0.0
H -1.55080 -1.29300 -0.85871 0.0 0.0 0.0
H -1.87812 0.44452 -0.92256 0.0 0.0 0.0
H -2.80692 0.15935 1.68456 0.0 0.0 0.0
H -1.95508 1.67091 1.27960 0.0 0.0 0.0
H -1.52151 0.77278 2.73626 0.0 0.0 0.0
H 1.92500 -0.87908 1.24764 0.0 0.0 0.0
H 1.72156 0.50254 2.34485 0.0 0.0 0.0
H 2.62477 0.72252 0.85025 0.0 0.0 0.0
H 1.04679 -1.92573 -0.57639 0.0 0.0 0.0
H 0.79889 -1.76512 -2.31812 0.0 0.0 0.0
H 2.15951 -0.94337 -1.55030 0.0 0.0 0.0
H -0.23891 1.87484 -2.19437 0.0 0.0 0.0
H 1.22351 1.08004 -2.80777 0.0 0.0 0.0
H -0.37672 0.43724 -3.20879 0.0 0.0 0.0
```
Forces are in eV/Å.

As for the net charge: 0. The calculation puts the HOMO-LUMO gap at 9.102 eV. The lowest unoccupied orbital energy is 0.032 Eh. The molar mass is 143.230 g/mol. The total energy comes out at -12106.0306 eV.

These are the Mulliken partial charges, in e, on atoms 1 to 6: number 1, C, carries 1.1027; number 2, C, carries 1.1701; number 3, C, carries -1.2285; number 4, C, carries -1.8191; number 5, C, carries -1.7354; number 6, C, carries -1.8329



# 5
Density functional theory data (ωB97M-V with the def2-TZVPD basis set) for a single C8H17NO2S molecule in a non-equilibrium geometry.

The geometry in XYZ format:
```
29
Properties=species:S:1:pos:R:3:forces:R:3
C 0.25751 2.44913 0.16795 0.0 2.3 -1.1
C -0.55378 1.21239 -0.04921 -2.8 -0.6 -2.5
C -1.37266 0.65300 1.18843 -1.7 -0.6 -0.8
C -0.44770 -0.17036 2.11119 -0.5 0.0 -0.1
C 0.37945 -1.24625 1.29080 0.9 0.5 1.9
C 1.08474 -0.71589 0.06418 -0.2 0.4 0.1
C 2.41394 -0.07345 0.36437 1.7 0.2 -0.5
N 0.25884 0.19813 -0.77713 -0.4 -1.6 -1.4
S -0.27275 -0.53242 -2.31020 -0.8 1.3 -2.3
C -1.66252 -1.66060 -1.97644 0.2 -0.3 0.8
O 0.76051 -1.41443 -2.89053 -1.1 1.6 2.0
O -0.81940 0.49655 -3.26105 1.3 -1.8 3.1
H 0.80085 2.40501 1.04305 0.9 -0.1 2.5
H -0.36049 3.40964 0.20138 0.6 -1.4 -0.1
H 1.10727 2.62250 -0.53781 -1.2 -0.4 -0.2
H -1.36844 1.54173 -0.79175 1.1 -0.7 0.8
H -1.81113 1.56650 1.68484 0.6 -1.0 -0.2
H -2.36680 0.03041 0.87163 2.5 1.3 0.3
H 0.01462 0.64686 2.67431 1.4 -0.5 -0.3
H -0.95633 -0.69326 2.93594 -0.3 0.0 -0.6
H -0.29194 -2.06411 0.97428 0.1 0.3 0.5
H 1.26285 -1.66784 1.93610 -2.0 0.4 -0.9
H 1.30979 -1.56176 -0.53855 0.1 -0.8 -0.7
H 2.35143 0.81655 0.96370 -0.3 0.7 0.0
H 3.18321 -0.65372 0.93897 -1.0 -0.2 -0.7
H 2.85643 0.16694 -0.62786 0.0 0.1 0.8
H -2.59496 -1.19839 -1.62143 0.5 0.4 -0.5
H -1.81133 -2.26267 -2.89347 0.1 0.5 0.5
H -1.35119 -2.30021 -1.13569 0.1 0.0 -0.5
```
Forces are in eV/Å.

As for the net charge: 0. The calculation puts the HOMO-LUMO gap at 10.284 eV. The lowest unoccupied orbital energy is 0.023 Eh. The molar mass is 191.296 g/mol. The total energy comes out at -24990.1309 eV.

These are the Mulliken partial charges, in e, on atoms 1 to 6: number 1, C, carries -1.6097; number 2, C, carries 0.3070; number 3, C, carries -0.5886; number 4, C, carries -0.8243; number 5, C, carries -0.5574; number 6, C, carries 0.0453



# 6
Density functional theory data (ωB97M-V with the def2-TZVPD basis set) for 2 unconnected molecules or ions with the total composition C8H17NO3PS in a non-equilibrium geometry.

The geometry in XYZ format:
```
31
Properties=species:S:1:pos:R:3:forces:R:3
C -0.97181 0.29674 -2.04970 -0.4 0.5 0.3
C -0.72262 -0.71139 -1.45528 0.3 -0.7 0.7
C -0.50527 -1.84431 -0.52723 0.2 0.5 0.3
C -0.77156 -1.36086 0.93105 -0.1 0.7 -1.0
C 0.45456 -0.62429 1.52861 -0.4 -1.3 0.2
S 0.36893 1.18802 1.30105 -0.1 -0.9 -0.9
C 1.33568 1.71140 -0.11358 0.3 -0.2 -0.1
C 2.62880 1.44492 -0.23684 0.3 -0.2 0.2
P 1.35296 2.00259 3.06984 -0.2 1.8 2.3
N 0.22356 2.66692 3.86927 0.5 -0.2 -0.7
O 1.98248 0.80479 3.92897 0.3 0.3 -1.5
O 2.52128 2.99932 2.56784 -0.2 -1.4 -0.2
H -1.34911 1.24629 -2.35763 0.2 -0.1 -0.5
H 0.54110 -2.17204 -0.55354 -0.3 -0.2 -0.4
H -1.16581 -2.68261 -0.76237 0.1 0.1 -0.1
H -1.60552 -0.65189 0.85895 -0.1 -0.4 0.4
H -1.05662 -2.21155 1.55260 0.2 0.2 0.1
H 1.37152 -1.06744 1.12366 0.1 0.5 0.0
H 0.46416 -0.82402 2.60723 0.1 0.5 -0.1
H 0.85572 2.29384 -0.89621 -0.4 0.7 1.0
H 3.27663 2.21107 -0.66106 -0.1 -0.7 -1.0
H 3.06380 0.49666 0.07984 0.3 0.6 0.9
H 0.42107 3.65790 3.98368 -0.7 0.0 0.2
H 2.93805 0.72920 3.76948 0.0 -0.3 0.1
H 2.58695 3.68976 3.24698 0.2 0.2 -0.1
C -3.18004 -2.22771 -4.47732 0.2 0.1 0.2
O -3.16800 -2.40411 -3.06293 -0.1 -0.1 0.0
H -4.14099 -2.56703 -4.85450 0.0 0.0 0.1
H -3.04933 -1.17173 -4.72846 0.0 0.0 -0.1
H -2.38534 -2.81766 -4.94022 -0.1 0.0 -0.1
H -2.31521 -2.10079 -2.74219 0.0 0.1 -0.1
```
Forces are in eV/Å.

As for the net charge: +1. The calculation puts the HOMO-LUMO gap at 7.705 eV. The lowest unoccupied orbital energy is -0.169 Eh. The molar mass is 238.269 g/mol. The total energy comes out at -36317.9598 eV.

These are the Mulliken partial charges, in e, on atoms 1 to 6: number 1, C, carries 0.0987; number 2, C, carries -0.7054; number 3, C, carries -0.3758; number 4, C, carries -0.9312; number 5, C, carries -0.6456; number 6, S, carries 0.2285



# 7
Density functional theory data (ωB97M-V with the def2-TZVPD basis set) for 2 unconnected molecules or ions with the total composition C8H17NOSi in a non-equilibrium geometry.

The geometry in XYZ format:
```
28
Properties=species:S:1:pos:R:3:forces:R:3
C 0.51379 0.41335 2.12204 -2.0 0.0 0.1
C 1.12546 0.34012 1.03300 1.9 -1.2 -2.7
C -2.59366 -0.13136 1.89468 2.0 1.9 3.2
C -4.03200 -0.15012 -0.01765 0.1 -2.8 0.5
C -2.20808 1.18542 0.06451 5.0 4.9 -1.2
C 4.06308 0.42238 -0.10251 -2.2 -0.1 -0.5
C 1.37198 0.46766 -2.08221 0.6 -2.9 -0.7
C 2.16538 -2.08408 -0.71568 -0.3 0.8 -3.1
N -2.87511 0.23901 0.71658 -1.4 1.1 -4.4
O -3.06047 -1.17563 2.23952 -1.3 -4.3 3.1
Si 2.29482 -0.21470 -0.62827 -1.4 0.7 3.2
H 0.43265 0.55893 3.16884 0.6 0.2 0.8
H -1.58512 0.36491 2.37837 0.3 -0.8 -0.7
H -4.88790 0.40598 0.31706 -0.7 0.4 0.0
H -3.86824 -0.01175 -1.13134 -0.2 -0.6 1.5
H -4.09801 -1.20423 0.40391 -0.9 0.7 -1.5
H -1.54914 0.81880 -0.74942 -0.9 -0.1 -0.2
H -2.81900 2.03181 -0.28607 0.1 -0.2 0.0
H -1.38198 1.60378 0.72367 -1.1 -0.1 -0.5
H 3.93626 1.47418 0.18005 0.3 0.0 -0.6
H 4.37130 -0.04758 0.82210 0.1 -0.6 -0.1
H 4.69186 0.20138 -0.95426 0.7 0.4 0.1
H 0.69387 1.20511 -1.88081 -2.1 1.7 0.9
H 2.05507 0.96159 -2.70109 1.3 0.5 -1.5
H 0.87460 -0.39086 -2.65543 0.7 1.3 0.8
H 1.16773 -2.35414 -0.45062 -0.8 -0.2 0.1
H 2.40710 -2.56170 -1.75234 -0.2 0.9 2.0
H 2.79376 -2.36827 0.04336 1.7 -1.5 1.6
```
Forces are in eV/Å.

As for the net charge: 0. The calculation puts the HOMO-LUMO gap (spin up / spin down) at 4.186 / 5.258 eV. The lowest unoccupied orbital energy (spin up / spin down) is 0.027 / -0.127 Eh. The molar mass is 171.316 g/mol. The total energy comes out at -19977.5405 eV. Its expectation value of S² is 2.02. As for the spin multiplicity: 3.

These are the Mulliken partial charges, in e, on atoms 1 to 6: number 1, C, carries -0.4477; number 2, C, carries -0.1821; number 3, C, carries 0.3166; number 4, C, carries -0.9610; number 5, C, carries -1.1663; number 6, C, carries -1.0521



# 8
Density functional theory data (ωB97M-V with the def2-TZVPD basis set) for a single C8H17O3P molecule in a non-equilibrium geometry.

The geometry in XYZ format:
```
29
Properties=species:S:1:pos:R:3:forces:R:3
C -1.68954 -1.34497 0.45323 -0.5 -0.8 -1.5
C -1.79934 0.13697 0.34521 -0.3 0.8 -0.3
C -0.55037 0.65492 -0.40206 0.2 -2.7 -0.4
C -3.10531 0.53530 -0.37647 0.1 -1.1 1.2
C -1.85128 0.80200 1.69751 2.4 0.2 -1.1
C -0.64537 0.81407 -1.88638 1.0 -3.1 -1.5
C 2.58523 -2.02651 -0.70758 -1.5 -3.8 2.1
C 3.24155 1.27818 0.77767 -1.3 -1.2 0.9
O 1.04843 -0.70113 1.53460 -0.1 0.4 -0.6
O 1.42986 -1.32694 -0.90099 -2.6 3.1 0.0
O 2.00795 1.07400 -0.05942 1.6 0.3 0.8
P 0.99556 -0.15828 0.15003 0.4 0.3 1.2
H -0.98881 -1.81511 1.12819 0.0 0.1 0.1
H -2.25799 -2.03435 -0.25793 0.9 1.2 0.9
H -3.22362 1.61546 -0.19687 -0.2 -0.3 -0.8
H -3.87255 -0.00219 0.26509 0.4 0.7 -1.3
H -3.06511 0.17926 -1.43257 -0.8 0.5 1.0
H -2.02970 1.84441 1.52572 -0.3 0.7 0.2
H -0.85212 0.69184 2.13141 -0.5 -0.1 0.6
H -2.61554 0.31673 2.19168 -1.5 -0.7 1.8
H -0.57800 1.80470 -2.26987 0.2 0.9 -0.1
H -1.61299 0.36857 -2.27260 1.3 0.7 0.3
H 0.21541 0.14082 -2.37035 -1.8 1.7 0.6
H 3.34147 -1.67543 -1.28320 2.4 1.0 -1.8
H 2.24356 -3.04258 -1.01889 1.1 0.3 0.1
H 2.86496 -2.12306 0.35331 0.0 0.3 -0.2
H 3.23195 0.60577 1.72699 -0.3 1.5 -1.7
H 3.43865 2.33804 0.95575 -1.1 0.0 0.4
H 4.09303 1.04949 0.19878 0.8 -1.0 -0.9
```
Forces are in eV/Å.

As for the net charge: 0. The calculation puts the HOMO-LUMO gap (spin up / spin down) at 8.772 / 7.909 eV. The lowest unoccupied orbital energy (spin up / spin down) is 0.007 / -0.013 Eh. The molar mass is 192.195 g/mol. The total energy comes out at -24000.3111 eV.

These are the Mulliken partial charges, in e, on atoms 1 to 6: number 1, C, carries -1.2972; number 2, C, carries 1.7925; number 3, C, carries 0.0367; number 4, C, carries -1.5288; number 5, C, carries -1.7746; number 6, C, carries -1.1844